Entry 1:
The following is a DFT calculation (the ωB97M-V functional and the def2-TZVPD basis) of a structure of composition C5H9AuMgO4.

Geometry (Å):
1 O 2.190 -0.627 1.016
2 C 1.942 -1.790 0.424
3 C 0.783 -1.973 -0.227
4 O -0.243 -1.083 0.066
5 C -0.886 -0.417 -1.028
6 C -1.945 0.445 -0.386
7 O -1.310 1.284 0.579
8 C -2.153 2.262 1.176
9 Mg 0.479 0.576 1.303
10 H 2.788 -2.458 0.238
11 H 0.558 -2.778 -0.924
12 H -1.353 -1.147 -1.702
13 H -2.677 -0.175 0.156
14 H -2.435 1.071 -1.146
15 H -1.527 2.877 1.831
16 H -2.602 2.894 0.398
17 H -2.927 1.755 1.770
18 Au 2.894 0.799 1.623
19 O 1.767 1.967 1.112
20 H -0.108 0.194 -1.666

Results
Net charge ... +2
E_HOMO (alpha / beta) ... -17.2208 / -17.6930 eV
DFT total energy ... -831.7467 a.u.
F_max ... 16.6 eV/Å
Gap between HOMO and LUMO (alpha / beta) ... 8.877 / 5.856 eV
Relative energy (zero: lowest compared OMol25 entry of this formula, charge and spin) ... 0.0 kcal/mol
LUMO (alpha / beta) ... -8.3 / -11.8 eV
2S+1 ... 3


Entry 2:
The following is a DFT calculation (the ωB97M-V functional and the def2-TZVPD basis) of a structure of composition C5H9BrINO4P.

Geometry (Å):
1 O -0.651 -3.231 0.964
2 C -0.140 -2.114 0.414
3 N 1.086 -2.104 -0.523
4 C 1.385 -0.683 -1.049
5 C 0.716 0.206 0.181
6 C 0.798 1.841 0.128
7 O -0.461 2.537 0.433
8 O -0.705 2.539 1.713
9 C -0.661 -0.544 0.660
10 P -2.240 -0.448 -0.410
11 O -2.441 -2.031 -1.179
12 Br -2.054 1.018 -2.132
13 H 1.082 -2.813 -1.288
14 H 0.665 -0.447 -1.947
15 H 2.548 -0.516 -1.232
16 H 1.468 -0.053 1.071
17 H 1.280 2.151 -0.912
18 H 1.585 2.206 0.947
19 H -1.701 2.325 1.777
20 H -0.953 -0.580 1.794
21 H -2.279 -1.859 -2.171
22 I 1.671 2.602 2.759

Results
Net charge ... -1
E_HOMO ... -2.8586 eV
DFT total energy ... -3764.5194 a.u.
F_max ... 8.3 eV/Å
Gap between HOMO and LUMO ... 5.197 eV
LUMO ... 2.3 eV


Entry 3:
The following is a DFT calculation (the ωB97M-V functional and the def2-TZVPD basis) of the ion C5H9BrN with charge +1.

Geometry (Å):
1 C 1.491 0.278 0.254
2 C -0.207 2.177 -0.062
3 C -1.298 1.186 0.247
4 C -0.854 -0.267 -0.178
5 C 0.650 -2.075 0.104
6 N 0.536 -0.591 0.146
7 Br 3.338 0.211 0.097
8 H 0.419 2.745 0.557
9 H 0.055 2.405 -1.038
10 H -1.531 1.237 1.266
11 H -2.182 1.302 -0.414
12 H -1.637 -1.013 0.171
13 H -0.935 -0.345 -1.215
14 H 0.245 -2.624 0.877
15 H 1.692 -2.347 0.065
16 H 0.219 -2.277 -0.879

Results
Net charge ... +1
E_HOMO (alpha / beta) ... -13.4003 / -13.4093 eV
DFT total energy ... -2824.2755 a.u.
F_max ... 3.9 eV/Å
Gap between HOMO and LUMO (alpha / beta) ... 8.008 / 8.033 eV
Relative energy (zero: lowest compared OMol25 entry of this formula, charge and spin) ... 66.0 kcal/mol
LUMO (alpha / beta) ... -5.4 / -5.4 eV